28
Properties=species:S:1:pos:R:3 method="wB97M-V/def2-TZVPD" relative_energy_kj_mol=435.3 charge=+1 homo_ev="-12.32 / -12.32" molar_mass_da=195.3 lumo_ha="-0.226 / -0.226" e_tot_ha=-897.28794 largest_force_ev_per_a=6.0
S -0.2786 -1.5415 1.2290
N -0.4327 1.1755 1.4336
N -0.3866 2.0209 2.2853
C 2.2226 0.9947 -0.0831
C 2.2797 0.4054 -1.3294
C -3.1846 -0.4038 -0.3735
C -1.8829 0.4810 -0.1879
C -0.8249 0.2338 -1.4638
C 1.7503 -1.2127 0.9208
C 1.9180 0.2001 1.0429
C 2.1333 -1.7559 -0.3160
C -1.2660 0.0345 1.1463
C 2.2241 -1.0074 -1.4275
H -1.3699 0.3614 -2.3478
H 1.8599 0.8426 1.9587
H 2.4333 2.0366 0.0037
H -3.1484 -1.4245 -0.4391
H -2.1384 1.5370 -0.1413
H -3.8693 -0.1706 0.4408
H -3.6665 0.1184 -1.3178
H 2.0688 -1.7457 1.7771
H 2.2181 -2.8205 -0.3943
H 2.2931 0.9634 -2.2470
H -0.6066 -0.8602 -1.4881
H 0.1424 0.7874 -1.2743
H 2.3601 -1.3081 -2.4873
H -0.9174 2.0679 3.0950
H -1.9308 -0.0096 1.9851